Entry from OMol25: a 15-piece molecular cluster, C32H101N15O15 overall at a distorted geometry (the ωB97M-V functional and the def2-TZVPD basis).

Output
HOMO-LUMO gap (eV): 8.67

Bonds (Å) are listed after each position.
Geometry (Å):
1 C 1.35786 -1.91051 2.97516  O2 1.224, N3 1.360, N4 1.391
2 O 0.30343 -1.71700 2.38474  C1 1.224
3 N 1.58206 -3.03045 3.71313  C1 1.360, H5 1.003, H6 1.003
4 N 2.31533 -0.90745 3.08771  C1 1.391, H7 1.000, H8 1.005
5 H 2.41038 -3.07481 4.27652  N3 1.003
6 H 0.79002 -3.63127 3.84970  N3 1.003
7 H 3.16701 -1.01937 3.59909  N4 1.000
8 H 2.06850 -0.11375 2.52206  N4 1.005
9 C -3.41773 -4.76302 -0.73816  O10 1.234, N11 1.361, N12 1.355
10 O -3.31487 -5.75730 -0.01388  C9 1.234
11 N -3.18126 -4.71737 -2.07785  C9 1.361, H13 1.001, H14 1.007
12 N -3.73524 -3.54145 -0.24568  C9 1.355, H15 1.000, H16 1.018
13 H -3.00454 -5.54907 -2.60623  N11 1.001
14 H -2.99372 -3.81562 -2.48448  N11 1.007
15 H -3.86266 -3.41746 0.73864  N12 1.000
16 H -3.80654 -2.81932 -0.95909  N12 1.018
17 C -0.04708 6.28066 -1.77131  O18 1.233, N19 1.358, N20 1.365
18 O -0.98328 6.61856 -2.49828  C17 1.233
19 N 0.11944 6.68253 -0.48540  C17 1.358, H21 1.006, H22 1.001
20 N 0.92845 5.44879 -2.23916  C17 1.365, H23 1.005, H24 1.004
21 H -0.44970 7.47287 -0.23299  N19 1.006
22 H 0.96401 6.42214 -0.01466  N19 1.001
23 H 1.82506 5.38977 -1.78844  N20 1.005
24 H 0.88939 5.06853 -3.16716  N20 1.004
25 C -3.72773 -0.66240 -2.96276  O26 1.242, N27 1.360, N28 1.347
26 O -3.40423 -1.49879 -2.10310  C25 1.242
27 N -3.95012 0.62322 -2.57726  C25 1.360, H29 1.007, H30 1.003
28 N -3.88167 -0.89094 -4.28174  C25 1.347, H31 1.002, H32 1.009
29 H -3.80543 0.87969 -1.61400  N27 1.007
30 H -3.97804 1.36461 -3.25177  N27 1.003
31 H -4.03368 -0.14938 -4.93864  N28 1.002
32 H -3.33516 -1.67123 -4.61461  N28 1.009
33 C 2.07617 -6.88012 0.31623  C34 1.550, H39 1.098, H40 1.089, H41 1.088
34 C 1.65237 -5.82537 -0.73679  C33 1.550, C35 1.534, N38 1.474, H42 1.093
35 C 2.08767 -4.38626 -0.43236  C34 1.534, O36 1.408, H43 1.094, H44 1.100
36 O 1.65078 -3.49873 -1.43474  C35 1.408, C37 1.411
37 C 0.31306 -3.11803 -1.19888  O36 1.411, H45 1.096, H46 1.093, H47 1.099
38 N 2.11899 -6.22342 -2.07665  C34 1.474, H48 1.009, H49 1.012
39 H 3.03850 -6.54345 0.72439  C33 1.098
40 H 2.33708 -7.80124 -0.20285  C33 1.089
41 H 1.42543 -7.10768 1.15775  C33 1.088
42 H 0.56822 -5.78224 -0.86500  C34 1.093
43 H 3.17067 -4.28444 -0.31369  C35 1.094
44 H 1.67435 -4.20176 0.56997  C35 1.100
45 H -0.41368 -3.92734 -1.33528  C37 1.096
46 H -0.02765 -2.31517 -1.85746  C37 1.093
47 H -0.01241 -2.73568 -0.22126  C37 1.099
48 H 1.42620 -6.81143 -2.51564  N38 1.009
49 H 2.99335 -6.72379 -1.97726  N38 1.012
50 C -0.37944 0.01214 -4.41499  C51 1.534, H56 1.094, H57 1.095, H58 1.093
51 C 0.97535 -0.22505 -5.09487  C50 1.534, C52 1.525, N55 1.459, H59 1.096
52 C 1.97960 -0.70910 -4.05478  C51 1.525, O53 1.417, H60 1.097, H61 1.097
53 O 3.21830 -0.95454 -4.69701  C52 1.417, C54 1.403
54 C 4.30142 -1.03031 -3.80864  O53 1.403, H62 1.096, H63 1.094, H64 1.094
55 N 0.76013 -1.17136 -6.18457  C51 1.459, H65 1.016, H66 1.018
56 H -0.34271 0.64115 -3.52008  C50 1.094
57 H -0.81555 -0.95117 -4.12886  C50 1.095
58 H -1.06927 0.57157 -5.05245  C50 1.093
59 H 1.17559 0.79652 -5.43919  C51 1.096
60 H 1.67164 -1.59626 -3.48779  C52 1.097
61 H 2.03181 0.10920 -3.32545  C52 1.097
62 H 4.73221 -0.07716 -3.48261  C54 1.096
63 H 5.10070 -1.47853 -4.40607  C54 1.094
64 H 4.06386 -1.70840 -2.98362  C54 1.094
65 H -0.11795 -1.64921 -6.00046  N55 1.016
66 H 1.41364 -1.94687 -6.09720  N55 1.018
67 C 7.32396 3.09378 1.90398  C68 1.539, H73 1.088, H74 1.098, H75 1.092
68 C 6.49857 1.83265 1.59478  C67 1.539, C69 1.564, N72 1.503, H76 1.089
69 C 5.68311 1.44099 2.87091  C68 1.564, O70 1.422, H77 1.091, H78 1.097
70 O 4.53531 2.27888 2.92880  C69 1.422, C71 1.408
71 C 3.73876 2.02628 4.06234  O70 1.408, H79 1.091, H80 1.093, H81 1.094
72 N 5.60278 2.19018 0.44144  C68 1.503, H82 1.018, H83 1.024
73 H 6.78665 4.03013 1.76545  C67 1.088
74 H 8.08476 3.13548 1.11387  C67 1.098
75 H 7.95496 3.10639 2.79547  C67 1.092
76 H 7.14020 1.00043 1.30984  C68 1.089
77 H 6.36100 1.53472 3.72077  C69 1.091
78 H 5.35884 0.40302 2.72653  C69 1.097
79 H 3.42917 1.01445 4.32882  C71 1.091
80 H 2.80267 2.56754 3.90386  C71 1.093
81 H 4.19132 2.47696 4.95056  C71 1.094
82 H 4.82780 2.49781 1.02561  N72 1.018
83 H 5.35049 1.25612 0.10671  N72 1.024
84 C -9.23282 -1.61943 -2.90079  C85 1.511, H90 1.094, H91 1.092, H92 1.091
85 C -7.81082 -2.09532 -3.08919  C84 1.511, C86 1.539, N89 1.454, H93 1.096
86 C -6.99319 -2.00217 -1.78814  C85 1.539, O87 1.414, H94 1.095, H95 1.099
87 O -6.95572 -0.62658 -1.46117  C86 1.414, C88 1.421
88 C -6.41245 -0.14826 -0.23779  O87 1.421, H96 1.091, H97 1.096, H98 1.085
89 N -7.87539 -3.43500 -3.65039  C85 1.454, H99 1.014, H100 1.016
90 H -9.21540 -0.57540 -2.57341  C84 1.094
91 H -9.88577 -2.09870 -2.16896  C84 1.092
92 H -9.77013 -1.60611 -3.85077  C84 1.091
93 H -7.23359 -1.56682 -3.85620  C85 1.096
94 H -6.01228 -2.47734 -1.89516  C86 1.095
95 H -7.53315 -2.54662 -1.00062  C86 1.099
96 H -5.39033 0.22646 -0.31639  C88 1.091
97 H -6.32351 -0.98272 0.46683  C88 1.096
98 H -7.09026 0.62300 0.11377  C88 1.085
99 H -7.01514 -3.97211 -3.65148  N89 1.014
100 H -8.54144 -3.99250 -3.12237  N89 1.016
101 C -2.95801 4.70086 6.86813  C102 1.536, H107 1.092, H108 1.089, H109 1.089
102 C -3.33077 5.32366 5.51391  C101 1.536, C103 1.532, N106 1.453, H110 1.097
103 C -2.37013 4.91142 4.39416  C102 1.532, O104 1.414, H111 1.099, H112 1.095
104 O -2.66625 5.56480 3.17528  C103 1.414, C105 1.414
105 C -1.63305 5.62849 2.21152  O104 1.414, H113 1.091, H114 1.096, H115 1.091
106 N -4.75634 5.14373 5.29662  C102 1.453, H116 1.020, H117 1.017
107 H -3.10502 3.62020 6.81334  C101 1.092
108 H -3.66398 5.17683 7.54683  C101 1.089
109 H -1.94296 4.94842 7.17449  C101 1.089
110 H -3.15130 6.38763 5.71243  C102 1.097
111 H -2.46969 3.83267 4.20739  C103 1.099
112 H -1.33062 5.01183 4.72351  C103 1.095
113 H -1.12717 4.66288 2.25044  C105 1.091
114 H -0.97962 6.50591 2.27105  C105 1.096
115 H -2.14466 5.79395 1.26200  C105 1.091
116 H -4.90035 5.37123 4.31267  N106 1.020
117 H -5.00032 4.15931 5.37631  N106 1.017
118 C 0.55307 2.19935 1.14594  C119 1.534, H124 1.093, H125 1.097, H126 1.090
119 C 0.23575 1.26818 -0.03062  C118 1.534, C120 1.535, N123 1.468, H127 1.093
120 C -1.17955 1.48848 -0.58151  C119 1.535, O121 1.426, H128 1.101, H129 1.088
121 O -2.21192 1.15031 0.34204  C120 1.426, C122 1.432
122 C -2.30916 -0.22731 0.72012  O121 1.432, H130 1.092, H131 1.081, H132 1.091
123 N 1.20844 1.48562 -1.10790  C119 1.468, H133 1.013, H134 1.011
124 H -0.24720 2.05491 1.87644  C118 1.093
125 H 0.38662 3.22577 0.79593  C118 1.097
126 H 1.58415 2.15551 1.49749  C118 1.090
127 H 0.31180 0.20909 0.22711  C119 1.093
128 H -1.26809 0.65425 -1.29501  C120 1.101
129 H -1.30465 2.38741 -1.18183  C120 1.088
130 H -3.33274 -0.55853 0.53425  C122 1.092
131 H -2.10889 -0.41578 1.76575  C122 1.081
132 H -1.74612 -0.83169 0.00735  C122 1.091
133 H 1.17528 2.45422 -1.40383  N123 1.013
134 H 2.16508 1.31629 -0.82793  N123 1.011
135 C 7.55894 -1.95375 -1.03557  C136 1.557, H141 1.091, H142 1.087, H143 1.093
136 C 7.18072 -2.12485 0.46495  C135 1.557, C137 1.522, N140 1.456, H144 1.089
137 C 5.66533 -2.01307 0.54330  C136 1.522, O138 1.408, H145 1.106, H146 1.101
138 O 5.30020 -0.73998 0.06500  C137 1.408, C139 1.416
139 C 3.91444 -0.57500 -0.17224  O138 1.416, H147 1.099, H148 1.091, H149 1.089
140 N 7.71919 -3.41639 0.86575  C136 1.456, H150 1.019, H151 1.024
141 H 8.63548 -2.05955 -1.17636  C135 1.091
142 H 7.26362 -0.99351 -1.45126  C135 1.087
143 H 7.09170 -2.74920 -1.62181  C135 1.093
144 H 7.70685 -1.31683 0.97045  C136 1.089
145 H 5.31701 -2.30844 1.55093  C137 1.106
146 H 5.13946 -2.82793 0.02220  C137 1.101
147 H 3.57438 -1.54429 -0.56223  C139 1.099
148 H 3.72701 0.05749 -1.04082  C139 1.091
149 H 3.28674 -0.30256 0.67514  C139 1.089
150 H 7.33961 -4.20243 0.34049  N140 1.019
151 H 7.31960 -3.64380 1.78055  N140 1.024
152 O -4.20133 3.02891 0.58369  H153 0.974, H154 0.976
153 H -4.08199 3.73531 -0.07620  O152 0.974
154 H -3.40797 2.46329 0.53058  O152 0.976
155 O -3.14088 4.82688 -1.36326  H156 0.963, H157 0.970
156 H -3.68187 5.05688 -2.12659  O155 0.963
157 H -2.24479 5.08998 -1.62428  O155 0.970
158 O -0.82667 0.59526 3.80976  H159 0.964, H160 0.967
159 H 0.13362 0.53323 3.86128  O158 0.964
160 H -1.06383 0.00697 3.08021  O158 0.967
161 O -2.53513 -1.52653 4.49683  H162 0.961, H163 0.977
162 H -2.13611 -2.11649 5.14257  O161 0.961
163 H -1.90061 -0.78958 4.40367  O161 0.977